A structure of composition C13H25BrNO8S2. Source: the OMol25 dataset; level of theory: wB97M-V/def2-TZVPD.

Geometry as XYZ:
```
50
Properties=species:S:1:pos:R:3:forces:R:3:lowdin_charge:R:1
C 2.0142 -2.1439 -2.0899 0.23 0.15 -0.72 -0.026
C 2.2806 -1.7788 -3.3561 -0.17 -0.49 0.64 -0.246
S 1.0134 -1.2182 -4.4459 -0.47 -1.52 -1.65 0.470
O 1.4066 -1.6150 -5.7814 0.30 0.27 0.02 -0.364
O -0.2256 -1.8193 -3.9944 -0.06 0.37 0.56 -0.338
N 1.0122 0.3848 -4.4370 -0.01 -0.58 1.43 -0.313
S 0.7466 1.1643 -3.0588 0.78 1.41 -0.59 0.448
O 0.9543 2.5667 -3.3481 -0.32 0.08 -0.24 -0.363
O 1.5146 0.7246 -1.9098 -0.19 -0.58 0.12 -0.352
C -0.9784 1.0682 -2.5150 -0.44 -0.57 0.41 -0.723
Br -2.1913 1.3443 -4.0110 0.13 0.06 0.01 0.717
C -1.2717 -0.1612 -1.6225 0.09 -0.17 -0.55 -0.315
C -2.4895 -0.9915 -1.9791 -0.42 0.05 -0.31 -0.160
H 1.1348 -2.7179 -1.8321 -0.73 1.08 0.24 0.057
H 2.6872 -1.8046 -1.3094 0.59 -1.13 0.05 0.064
H 3.2859 -1.8316 -3.7552 0.19 1.38 0.12 0.081
H -1.1003 1.9558 -1.9058 0.18 0.28 -0.15 0.058
H -1.3321 0.1715 -0.5896 -0.02 0.18 0.07 0.101
H -0.4018 -0.8034 -1.6727 0.05 -0.11 0.03 0.053
H -2.5553 -1.8745 -1.3541 0.08 -0.04 0.24 0.051
H -2.4458 -1.3466 -3.0043 0.19 0.03 -0.11 0.041
H -3.4213 -0.4320 -1.8873 -0.04 0.10 0.13 0.058
O -0.8408 -2.2687 0.2339 0.17 -0.17 0.15 0.116
C -1.0714 -2.4865 1.3857 0.08 -0.25 0.09 -0.500
O -0.7646 -1.5393 2.2996 0.02 0.25 -0.06 0.005
C -1.1290 -1.6268 3.6736 -0.01 -0.09 0.16 -0.242
C -0.1471 -2.4631 4.4698 0.07 -0.09 -0.08 -0.068
C -1.6265 -3.8172 1.8455 -0.40 0.14 0.15 0.016
H -2.1563 -1.9811 3.7784 0.02 -0.06 -0.01 0.113
H -1.1148 -0.6004 4.0366 0.01 0.05 -0.10 0.123
H -0.1154 -3.4939 4.1163 -0.06 -0.02 0.03 0.065
H -0.4199 -2.4705 5.5259 0.00 0.02 0.00 0.078
H 0.8589 -2.0560 4.3688 -0.01 0.06 0.03 0.082
H -0.8104 -4.5368 1.8918 0.02 0.00 -0.02 0.095
H -2.3517 -4.1509 1.1074 0.14 -0.03 -0.13 0.091
H -2.1311 -3.7862 2.8087 0.12 -0.02 0.04 0.065
O -1.6441 4.2115 1.5189 -0.12 -0.01 0.04 0.089
C -0.4854 3.9915 1.2839 0.18 0.12 0.13 -0.540
O -0.0781 2.7278 1.1241 -0.15 -0.17 -0.10 0.003
C 1.2568 2.3751 0.7174 0.24 -0.09 0.14 -0.224
C 2.2030 2.3545 1.9011 -0.09 0.16 0.13 -0.061
C 0.5304 5.1125 1.2416 0.09 0.02 -0.42 0.009
H 1.5996 3.0232 -0.0882 -0.04 0.00 -0.01 0.116
H 1.1795 1.3800 0.2911 -0.16 0.03 -0.07 0.102
H 2.2895 3.3351 2.3734 0.06 0.02 -0.05 0.062
H 3.1964 2.0377 1.5829 -0.01 -0.03 -0.02 0.082
H 1.8382 1.6629 2.6620 0.02 -0.07 -0.05 0.076
H 0.8034 5.3736 2.2632 -0.02 0.00 0.02 0.089
H 0.0639 5.9724 0.7673 -0.10 0.02 0.14 0.088
H 1.4297 4.8779 0.6787 0.03 -0.05 0.10 0.069
```
Positions in Å, forces in eV/Å.

Output
Frontier orbital gap (Ha): 0.28864
Total charge: -1
LUMO energy (eV): 2.193

A cluster of 2 separate species, C3H11N2 in total. Source: the OMol25 dataset; level of theory: wB97M-V/def2-TZVPD.

Geometry as XYZ:
```
16
Properties=species:S:1:pos:R:3:forces:R:3:lowdin_charge:R:1
C 0.5558 -1.6863 -1.3035 -2.45 -1.12 -0.74 -0.127
C 0.5643 0.7911 0.6303 2.92 1.49 2.53 0.278
C 0.0059 1.0998 1.9653 -2.66 -0.31 -1.23 -0.227
N -1.3345 1.7833 1.7922 1.09 -0.95 -1.63 0.021
N -0.3898 -1.4115 -2.3638 0.66 0.97 0.87 -0.010
H 1.5562 -1.9229 -1.6371 0.63 0.41 0.21 0.096
H 0.1656 -2.4892 -0.6520 0.35 0.11 -0.42 0.103
H 1.4808 0.2266 0.5663 -0.05 -0.64 -0.03 0.093
H 0.5589 1.6094 -0.0836 -0.88 -0.41 -0.69 0.122
H 0.6881 1.7667 2.5248 0.53 0.02 -0.52 0.174
H -0.1786 0.2759 2.6512 0.52 -0.41 -0.04 0.139
H -1.1888 2.2951 0.9055 -0.46 0.73 0.81 0.071
H -1.8777 1.0127 1.3788 -0.53 0.26 0.76 0.081
H -0.2736 -0.4963 -2.7629 0.01 -0.23 -0.49 0.073
H -0.8635 -2.0687 -2.9546 0.15 -0.45 0.33 0.087
H 0.5309 -0.7857 -0.6569 0.17 0.52 0.30 0.025
```
Positions in Å, forces in eV/Å.

Output
Frontier orbital gap (Ha): 0.18165
Total charge: +1
Energy relative to the best compared isomer or geometry (same formula, charge and spin) (kcal/mol): 130.0
LUMO energy (eV): -8.250

A structure of composition C49H69BBrEuFN4O4Si. Source: the OMol25 dataset; level of theory: wB97M-V/def2-TZVPD.

Geometry as XYZ:
```
131
Properties=species:S:1:pos:R:3:forces:R:3:lowdin_charge:R:1
Eu -6.8228 18.2826 10.7397 0.78 -0.76 0.07 1.337
C -3.7420 22.4205 6.1170 0.06 -0.20 -2.47 -0.085
C -4.7888 22.6163 7.1358 -0.35 1.08 1.63 -0.287
C -5.3092 21.5464 7.8855 1.56 -2.95 -1.89 -0.064
C -6.0729 21.8249 8.9413 -2.20 -1.05 4.49 -0.153
C -6.4047 23.1798 9.2096 -1.48 -1.72 0.37 -0.711
Br -7.8246 23.4665 10.5174 0.65 0.00 -0.20 0.631
N -6.0290 24.2066 8.5249 0.08 0.36 0.30 0.016
C -5.1825 23.9137 7.5581 2.93 0.58 -2.19 -0.148
H -2.9847 21.6597 6.3822 -0.37 0.48 0.13 0.055
H -3.2115 23.3951 5.8604 -0.74 -1.26 0.13 0.085
H -4.2684 21.9691 5.1805 1.08 0.96 1.17 0.108
H -5.0930 20.3620 7.6887 -0.41 3.22 0.27 0.161
H -6.4223 20.9102 9.6868 0.78 2.85 -2.39 0.107
H -4.5814 24.8153 7.1121 -1.44 -1.61 0.53 0.128
O -4.8168 19.6227 11.1217 1.34 1.83 -1.03 -0.542
H -4.2856 20.3266 10.5901 -1.74 -1.98 1.42 -0.008
H -4.8031 20.5862 12.8757 0.51 0.54 0.11 0.089
O -3.4154 17.8107 12.5815 -0.24 0.31 -0.30 -0.089
H -3.8056 18.4332 11.9027 -0.31 0.21 0.43 0.013
H -3.0725 17.1003 12.0434 0.09 -0.39 -0.04 -0.001
O -6.7152 16.6398 13.2137 -0.20 0.71 2.90 -0.197
H -6.3637 16.9030 14.1474 0.06 -0.59 -2.36 0.063
H -7.6782 16.7297 13.3830 0.33 0.00 -0.77 -0.013
O -4.6743 17.6162 14.9777 0.06 0.45 -0.24 -0.130
H -5.1040 18.5110 15.0270 1.11 -1.18 -0.53 0.043
H -4.0452 17.5359 14.1738 -1.44 0.94 0.89 0.036
F -7.2861 19.4565 8.9160 -0.37 -0.18 -0.14 -0.639
C -0.8402 19.6738 14.8023 2.41 -2.40 1.90 -0.186
C -1.6625 20.1972 15.7417 -1.01 2.15 4.88 -0.158
C -2.9150 20.7425 15.4336 1.15 2.00 5.06 -0.062
C -3.2783 20.7865 14.1268 -3.37 0.12 1.99 -0.342
C -2.4684 20.2728 13.2026 2.54 1.09 -6.11 -0.069
C -1.2350 19.6633 13.5058 0.75 -0.63 -3.09 -0.095
N -4.5839 21.0893 13.7680 -2.03 -0.58 -2.62 0.101
C -5.8189 21.2018 14.4268 0.08 1.87 1.88 -0.227
C -5.9957 22.0105 15.5851 0.07 -0.10 -0.05 -0.054
C -7.2083 22.2831 16.1854 -0.07 0.24 -0.23 -0.118
C -8.3422 21.7500 15.5939 -2.75 0.89 3.12 -0.151
C -8.2264 20.9187 14.5439 -0.40 -0.90 -2.31 -0.111
C -7.0185 20.7148 13.9011 1.73 -1.01 -0.12 -0.025
H 0.0451 19.0894 15.2382 -1.00 1.03 -1.23 0.117
H -1.3447 20.3489 16.9568 -0.63 -0.84 -3.66 0.150
H -3.4275 21.3863 16.3887 0.98 -2.25 -3.19 0.159
H -2.7554 20.6931 12.0230 0.83 -2.14 3.49 0.189
H -0.5345 19.1052 12.6967 -2.06 1.70 1.82 0.137
H -5.2081 22.5378 16.0410 1.37 0.28 0.16 0.067
H -7.2535 22.9633 17.0622 0.02 -0.61 -0.71 0.104
H -9.3867 21.9074 16.0961 2.01 -0.23 -1.07 0.126
H -9.0948 20.4501 14.0864 0.04 0.03 0.16 0.104
H -6.8625 20.0538 13.0529 -0.72 0.09 -0.10 0.074
C -6.7552 18.5785 6.0777 -0.70 1.65 -0.42 -0.102
C -6.6594 17.0901 6.0445 1.75 -1.50 0.73 -0.429
C -6.4047 16.5277 4.6399 -1.81 1.17 -0.06 -0.066
C -7.7341 16.3468 6.8210 0.29 -0.99 0.74 -0.134
C -9.0389 16.6505 6.5702 -1.89 1.65 -0.94 -0.058
C -10.1159 16.1094 7.3056 0.28 0.40 -1.29 -0.085
C -9.8360 15.2081 8.3118 -0.25 0.31 -0.13 -0.067
C -8.5377 14.7669 8.6201 -0.27 1.51 -1.39 -0.098
C -8.5300 13.8196 9.8002 2.33 -1.82 -0.50 -0.355
C -8.2300 14.4261 11.1478 -0.65 0.76 1.27 -0.077
C -7.6860 12.4815 9.5022 -0.74 1.77 -0.24 -0.038
C -7.4703 15.3566 7.8360 -1.51 0.05 0.84 -0.124
N -6.1693 15.1388 8.2757 2.57 0.89 0.63 -0.023
B -5.4050 16.0650 9.2239 -1.67 0.08 0.30 -0.328
N -4.0652 15.5711 9.0309 0.40 0.26 0.53 -0.018
C -4.0108 14.5662 8.0604 2.11 0.72 0.90 -0.122
C -5.2097 14.4034 7.5824 -4.22 -2.21 -2.53 -0.145
C -2.9391 16.0209 9.7664 0.35 -0.10 1.30 -0.124
C -2.2907 17.2031 9.4593 0.95 0.78 -0.60 -0.084
C -1.0897 17.5534 10.1931 0.54 1.85 -3.24 -0.057
C -0.5703 16.8219 11.1871 0.78 -0.46 0.91 -0.121
C -1.3550 15.7714 11.5948 -0.64 -0.83 1.04 -0.084
C -2.5152 15.3775 10.9951 -1.36 0.50 -1.92 -0.155
C -3.4177 14.3587 11.6398 0.61 -2.15 -0.89 -0.397
C -2.6003 13.1034 11.9680 1.39 -1.75 -1.63 -0.106
C -4.1012 14.7656 12.8962 -2.83 0.08 -0.13 -0.075
C -2.8309 18.1486 8.3431 -1.16 -2.18 -0.47 -0.364
C -2.3687 19.5192 8.6485 1.84 0.42 -3.89 -0.096
C -2.4798 17.6352 6.8924 2.18 0.97 0.20 -0.050
H -5.8389 19.0535 5.5127 -1.52 -0.75 1.32 0.099
H -6.9059 18.8849 7.1855 0.43 0.14 -1.87 0.070
H -7.6722 18.8854 5.4640 1.06 0.00 0.83 0.078
H -5.7207 16.8830 6.5766 -0.09 -0.19 0.20 0.110
H -7.1439 17.0203 3.9589 0.11 -0.74 0.26 0.079
H -6.5337 15.4441 4.6435 0.45 0.11 -0.38 0.073
H -5.4765 16.9451 4.2898 0.78 -0.51 -0.15 0.056
H -9.2354 17.5083 5.8266 0.11 -1.58 1.08 0.128
H -11.1533 16.3720 6.9914 0.89 -0.12 0.67 0.102
H -10.6640 14.9182 8.9493 0.02 -0.35 -0.03 0.097
H -9.5124 13.4098 9.8779 -0.98 0.10 -0.09 0.091
H -7.1826 14.5927 11.4204 0.02 -0.44 -0.26 0.058
H -8.7618 13.8091 11.9299 0.79 0.50 -0.52 0.093
H -8.6677 15.4437 11.2455 0.01 -0.64 -0.18 0.038
H -6.6823 12.7333 9.1698 0.02 -0.08 -0.21 0.051
H -8.2609 11.9337 8.7563 0.34 -0.11 -0.32 0.063
H -7.6011 11.8495 10.3614 -0.07 -0.25 0.81 0.049
H -3.0851 14.1135 7.8067 0.50 -0.42 -0.32 0.102
H -5.6355 13.7093 6.7782 1.21 0.89 1.14 0.140
H -0.3851 18.3597 9.7896 -1.54 -0.87 0.62 0.124
H 0.3882 17.0704 11.6850 -0.77 -0.16 -0.39 0.114
H -1.2313 15.2913 12.5279 0.86 -0.46 1.00 0.103
H -4.1202 13.9728 10.8858 -0.11 0.70 0.20 0.132
H -1.9734 13.2445 12.8817 -0.46 -0.28 -0.58 0.066
H -1.8365 12.9178 11.0411 -1.75 0.03 2.22 0.121
H -3.3011 12.1797 12.0931 1.36 1.57 -0.11 0.097
H -3.4006 15.1369 13.5918 0.72 0.70 0.98 0.068
H -4.6574 13.9345 13.3812 0.67 -0.05 -0.33 0.098
H -4.9494 15.4575 12.7254 0.89 0.17 0.06 0.059
H -3.9506 18.0617 8.3554 0.78 0.22 0.55 0.110
H -1.2586 19.5229 8.5698 -0.59 0.29 0.18 0.076
H -2.6660 19.8157 9.5693 -0.80 0.99 2.89 0.020
H -2.6939 20.2551 7.8885 -0.10 -0.34 0.40 0.062
H -1.3467 18.0330 6.7204 -2.42 -1.19 -0.06 0.109
H -3.1455 18.0652 6.0732 0.79 -0.47 1.16 0.074
H -2.5123 16.5134 6.8784 0.06 1.12 -0.22 0.062
C -12.9795 17.4560 11.0794 0.54 1.69 -1.30 -0.196
Si -11.9126 16.8408 12.4703 0.65 0.46 -0.86 0.283
C -12.0880 15.0218 12.5334 -1.79 -2.61 -1.45 -0.219
C -12.4872 17.2202 14.1483 -0.93 1.21 2.03 -0.225
C -10.1961 17.3159 12.1770 -2.22 -0.66 0.50 -0.306
C -9.1091 17.8439 12.0970 1.65 1.09 -0.28 -0.244
H -13.9816 17.0949 10.9865 -0.87 -0.22 0.43 -0.001
H -12.4706 16.9436 10.2544 0.12 0.21 -0.27 0.012
H -12.9779 18.5744 10.7874 0.17 -1.72 0.73 0.063
H -13.1764 14.6381 12.6445 1.43 0.87 -0.05 0.056
H -11.5805 14.6724 13.4083 0.49 -0.33 0.62 0.010
H -11.7126 14.4038 11.6674 -0.06 0.83 0.71 0.034
H -13.4878 16.7491 14.2955 0.66 0.10 0.06 0.033
H -12.6246 18.2905 14.4432 0.22 -0.65 -0.45 0.036
H -11.7611 16.8137 14.8817 -0.46 0.01 -0.33 0.038
```
Positions in Å, forces in eV/Å.

Output
Frontier orbital gap (spin up / spin down) (Ha): 0.18301 / 0.20381
Total charge: -2
Energy relative to the best compared isomer or geometry (same formula, charge and spin) (kcal/mol): 152.1
LUMO energy (spin up / spin down) (eV): 4.151 / 4.152
Multiplicity: 8
Expectation value of S²: 15.76